C6H15N2 | the ωB97M-V functional and the def2-TZVPD basis

XYZ file:
```
23
C6H15N2, DFT the ωB97M-V functional and the def2-TZVPD basis
C -0.34 2.84 -1.08
C -1.21 2.03 -0.19
C -0.34 1.06 0.57
C -0.40 -0.27 0.26
N 0.35 -1.33 0.49
C 0.16 -2.48 -0.24
C 1.17 -3.48 0.17
N 0.40 1.91 -1.89
H -0.95 3.54 -1.70
H 0.36 3.52 -0.60
H -2.13 1.62 -0.71
H -1.75 2.68 0.50
H 0.02 1.39 1.56
H -1.12 -0.58 -0.44
H 0.12 -0.21 3.75
H -0.87 -2.74 -0.20
H 0.25 -2.31 -1.39
H 2.20 -3.08 0.44
H 1.35 -4.13 -0.67
H 0.93 -4.09 0.97
H -0.33 0.18 4.21
H 1.00 2.51 -2.52
H 1.10 1.42 -1.30
```

Charge   +1
Calculated total energy   -9433.3921 eV
Highest occupied orbital energy   -13.6 eV
Frontier orbital gap   6.031 eV